# 1
Below is a cluster of 2 separate species, C17H28N6O6 in total at a distorted geometry, with properties calculated with ωB97M-V with the def2-TZVPD basis set.

```
57
Properties=species:S:1:pos:R:3:forces:R:3:nbo_charge:R:1
O 2.216 4.402 0.588 0.2 0.3 -0.6 -0.633
O 4.026 -1.820 -3.731 0.0 0.1 0.1 -0.618
O 0.104 0.417 -4.723 0.3 0.2 0.5 -0.647
N 1.683 2.638 4.146 0.6 1.2 0.3 -0.471
O -4.129 0.808 4.044 0.0 0.1 0.0 -0.759
O -2.942 -0.125 6.370 0.0 0.1 -0.2 -0.749
O -0.153 -0.524 -1.990 0.1 0.1 0.1 -0.739
C 2.052 3.820 1.648 -0.4 0.1 -2.7 0.614
C 2.923 -1.974 -4.228 1.7 -0.3 -0.7 0.677
C 0.014 -0.774 -4.989 0.1 0.6 0.5 0.666
C 2.278 3.805 4.028 -1.0 -1.9 -0.6 0.266
C 1.242 1.995 2.993 -0.3 -0.6 0.3 0.110
C 0.329 0.547 1.481 0.7 1.2 0.8 0.006
C 1.404 2.533 1.746 -0.1 -0.3 0.3 -0.013
C 0.551 0.729 2.826 0.6 0.3 0.7 -0.116
N 2.473 4.423 2.799 -0.2 -1.1 2.2 -0.587
N 0.856 1.651 0.820 0.1 0.4 -0.5 -0.494
N -0.516 -1.132 -6.163 -0.4 -0.8 -1.0 -0.604
N -1.330 -0.019 4.123 -0.2 -0.4 -0.1 -0.647
N 1.823 -1.717 -3.523 -2.3 0.2 0.5 -0.612
C 2.809 -2.477 -5.653 -0.1 0.1 0.3 -0.718
C -0.792 -2.480 -6.663 0.2 0.2 0.2 -0.420
C 0.116 -0.193 3.927 -0.5 0.5 0.0 -0.236
C -3.040 1.749 4.001 0.1 0.3 -0.4 -0.062
C -2.067 1.000 6.231 -0.5 0.0 -0.5 -0.073
C -1.786 1.245 4.739 -0.3 -1.0 0.1 -0.109
C -0.473 -2.879 -1.808 0.1 0.4 -0.1 -0.622
C 0.415 -1.833 -3.949 0.7 -0.1 -0.4 -0.159
C -0.515 -1.667 -2.735 0.1 -0.3 0.4 0.110
H -4.835 1.082 3.433 0.6 -0.1 0.4 0.486
H -3.614 -0.058 5.656 0.4 0.0 0.6 0.494
H -0.121 0.210 -2.621 0.1 0.2 -0.1 0.499
H 2.625 4.303 4.929 0.0 0.1 -0.3 0.196
H -0.184 -0.297 1.027 0.3 0.5 -0.3 0.234
H 2.932 5.320 2.721 -0.1 -0.1 -0.1 0.430
H 0.842 1.799 -0.191 0.1 -0.1 0.7 0.434
H -0.752 -0.355 -6.765 0.0 0.0 0.2 0.412
H -1.726 -0.805 4.644 0.2 0.4 -0.1 0.380
H 1.983 -1.351 -2.595 0.0 0.1 -0.1 0.426
H 2.227 -3.395 -5.672 -0.2 -0.1 -0.2 0.214
H 3.811 -2.678 -6.030 -0.1 0.0 0.2 0.253
H 2.348 -1.709 -6.270 -0.2 0.0 -0.2 0.226
H 0.140 -3.023 -6.828 -0.1 -0.1 0.0 0.202
H -1.324 -2.415 -7.615 0.1 0.1 0.2 0.223
H -1.416 -3.030 -5.957 0.0 0.0 -0.1 0.200
H 0.669 0.015 4.849 0.3 0.0 -0.1 0.187
H 0.325 -1.228 3.636 -0.2 0.1 0.1 0.207
H -2.772 1.937 2.956 0.1 -0.1 0.1 0.178
H -3.362 2.700 4.437 0.0 0.0 0.1 0.160
H -1.131 0.807 6.763 -0.2 -0.2 0.0 0.182
H -2.528 1.890 6.672 0.0 0.1 0.1 0.160
H -1.018 2.021 4.656 0.0 -0.1 -0.2 0.224
H 0.537 -3.024 -1.423 0.0 -0.1 0.0 0.219
H -1.151 -2.718 -0.970 0.0 0.0 0.0 0.227
H -0.785 -3.773 -2.348 0.0 0.0 0.0 0.210
H 0.253 -2.827 -4.358 0.0 -0.2 -0.1 0.207
H -1.540 -1.548 -3.088 -0.1 0.0 -0.3 0.171
```
Forces are in eV/Å.

Properties
Calculated total energy = -1444.60083 Eh
LUMO energy = 0.342 eV

# 2
Below is a structure of composition C2H8N2O2 at a distorted geometry, with properties calculated with ωB97M-V with the def2-TZVPD basis set.

```
14
Properties=species:S:1:pos:R:3:forces:R:3:nbo_charge:R:1
C -1.490 -0.112 0.288 0.5 -0.3 -1.5 -0.118
C -0.280 -0.359 -0.689 3.0 0.6 2.8 0.187
N 1.707 0.632 0.569 2.1 -0.3 -0.1 -0.650
N 0.923 1.051 -0.516 -2.7 -2.9 -0.6 -0.497
O -1.624 1.275 0.446 2.3 0.2 0.8 -0.713
O 0.592 -1.459 -0.316 -1.6 1.0 -1.1 -0.728
H -1.374 -0.761 1.200 0.0 0.9 -0.3 0.143
H -2.416 -0.425 -0.222 0.3 -0.3 0.2 0.192
H -0.540 -0.428 -1.695 -0.3 0.0 -1.7 0.168
H 2.429 -0.076 0.259 -1.4 0.8 0.8 0.346
H 1.096 0.197 1.256 0.4 0.1 0.0 0.342
H 1.465 0.850 -1.374 -0.3 0.5 0.6 0.356
H -0.639 1.567 0.424 -2.2 0.1 -0.2 0.499
H 0.150 -1.952 0.370 -0.1 -0.3 0.4 0.473
```
Forces are in eV/Å.

Properties
Energy above the lowest of the compared OMol25 structures with the same formula, charge and spin = 4.229 eV
Calculated total energy = -340.87502 Eh
LUMO energy = 0.661 eV

Which formula does entry 2 have?
C2H8N2O2